Entry 1:
3 unconnected molecules or ions with the total composition C8H18Br2FN4O2P at a distorted geometry, computed with ωB97M-V/def2-TZVPD.

```
! RIJCOSX wB97M-V def2-TZVPD def2/J DEFGRID3
* xyz 0 1
C 3.344 0.435 -0.829
C 2.392 -0.452 0.024
C 0.929 0.049 -0.065
F 0.671 0.796 1.089
P -0.167 -1.473 -0.097
C -1.867 -0.755 0.150
Br -2.748 -1.064 1.830
C -2.486 -0.037 -0.767
C -3.861 0.566 -0.500
Br -1.665 0.305 -2.476
H 4.330 0.401 -0.361
H 3.372 0.045 -1.852
H 2.960 1.460 -0.899
H 2.648 -0.450 1.085
H 2.402 -1.461 -0.412
H 0.758 0.726 -0.908
H -0.077 -1.979 -1.416
H -3.791 1.026 0.492
H -4.635 -0.206 -0.461
H -4.066 1.363 -1.218
N 7.873 1.713 -1.498
C 7.101 0.625 -1.792
N 6.816 0.460 -3.118
O 6.695 -0.139 -0.937
H 8.217 2.355 -2.187
H 8.101 1.865 -0.533
H 6.251 -0.330 -3.370
H 7.139 1.077 -3.839
N -5.957 -0.697 3.322
C -7.089 -0.988 2.615
N -8.248 -0.953 3.339
O -7.067 -1.258 1.428
H -5.951 -0.471 4.298
H -5.089 -0.715 2.817
H -9.099 -1.162 2.850
H -8.288 -0.734 4.316
*
```

Calculated values
Lowest unoccupied orbital energy in eV: 0.472
Energy relative to the best compared isomer or geometry (same formula, charge and spin) in kcal per mole: 0.0
SMILES: CC[C@H](F)P/C(Br)=C(/C)Br.NC(N)=O.NC(N)=O
Kohn-Sham gap in eV: 9.2
HOMO in eV: -8.68
Total energy in eV: -170735.080

***

Entry 2:
A molecular structure, C8H20N2P at a distorted geometry, computed with ωB97M-V/def2-TZVPD.

```
! RIJCOSX wB97M-V def2-TZVPD def2/J DEFGRID3
* xyz 1 1
C 1.742 2.032 0.949
C 0.249 1.717 0.506
C 1.339 0.887 -0.019
C -4.348 0.270 -0.573
C 3.315 -1.819 0.041
C -3.025 0.227 0.149
C -1.999 -0.756 -0.336
C 1.314 -0.506 0.500
N 1.778 0.809 -1.387
N 1.920 -1.484 -0.432
P -0.833 -1.413 0.971
H 2.365 2.815 0.539
H 2.003 1.593 1.942
H -0.419 1.344 1.366
H -0.424 2.248 -0.182
H -4.848 -0.726 -0.540
H -5.054 0.812 -0.039
H -4.025 0.635 -1.606
H 3.736 -2.310 -0.782
H 3.898 -1.048 0.322
H 3.167 -2.653 0.693
H -2.537 1.176 0.325
H -3.295 -0.096 1.177
H -2.420 -1.680 -0.849
H -1.371 -0.132 -0.908
H 1.807 -0.462 1.517
H 2.552 1.378 -1.598
H 1.109 0.833 -2.140
H 1.363 -2.296 -0.415
H 2.031 -0.892 -1.281
H -1.090 -0.501 2.090
*
```

Calculated values
Lowest unoccupied orbital energy in eV: -3.116
Energy relative to the best compared isomer or geometry (same formula, charge and spin) in kcal per mole: 56.9
Kohn-Sham gap in eV: 9.1
HOMO in eV: -12.27
Total energy in eV: -20878.946

***

Entry 3:
A molecular structure, C10H24ClDyO3P2 at a distorted geometry, computed with ωB97M-V/def2-TZVPD.

```
! RIJCOSX wB97M-V def2-TZVPD def2/J DEFGRID3
* xyz 2 6
C 0.114 -0.011 -4.208
C 0.563 0.069 -2.862
H 1.003 0.093 -4.887
H -0.677 0.777 -4.382
H -0.445 -0.979 -4.368
O 1.277 0.075 -1.910
Cl -2.796 -0.410 -1.110
Dy -0.568 -0.013 -0.157
P -0.094 2.751 0.039
C 1.223 3.712 0.858
C -0.078 3.581 -1.590
H -0.097 4.664 -1.410
H -1.393 4.568 0.912
H -0.944 3.271 -2.203
H -2.486 3.295 0.228
H 2.187 3.304 0.523
H 0.843 3.307 -2.114
C -1.576 3.489 0.830
H 1.175 4.778 0.601
H -1.714 3.047 1.827
H 1.147 3.597 1.953
P 0.191 -2.750 0.321
C 1.544 -3.429 1.366
C -1.243 -3.445 1.219
H -0.457 -3.667 -1.844
H 0.191 -4.923 -0.744
H 1.306 -3.791 -1.544
C 0.314 -3.892 -1.093
H -2.141 -3.439 0.581
H -0.997 -4.468 1.508
H 1.549 -4.526 1.394
H 1.443 -3.044 2.395
H -1.450 -2.846 2.112
H 2.503 -3.079 0.946
C 1.897 0.041 0.196
O 2.984 0.116 0.548
C -0.857 0.034 3.253
O -0.845 0.008 1.833
H -0.199 -0.756 3.705
H -1.907 -0.116 3.616
H -0.491 1.009 3.664
*
```

Calculated values
Lowest unoccupied orbital energy (alpha / beta) in eV: -10.620 / -10.625
Kohn-Sham gap (alpha / beta) in eV: 5.0 / 5.0
HOMO (alpha / beta) in eV: -15.63 / -15.65
Total energy in eV: -72069.284

***

Entry 4:
3 unconnected molecules or ions with the total composition C21H23F3I2NO3 at a distorted geometry, computed with ωB97M-V/def2-TZVPD.

```
! RIJCOSX wB97M-V def2-TZVPD def2/J DEFGRID3
* xyz -1 1
C -4.261 1.885 0.605
C -3.376 2.373 -0.562
I -1.899 3.750 0.166
C -2.834 1.232 -1.447
I -2.723 2.014 -3.469
C -1.487 0.600 -1.042
O -0.373 1.338 -1.478
N -1.306 0.415 0.385
C -2.221 -0.577 0.961
C -1.455 -1.793 1.519
C -2.416 -2.882 1.868
F -2.366 -3.397 3.133
C -3.385 -3.368 1.067
F -4.650 -3.408 1.460
F -3.163 -3.812 -0.142
C -1.387 -0.815 -1.740
O -0.227 -1.295 -1.828
O -2.437 -1.355 -2.166
H -3.717 1.820 1.539
H -4.599 0.882 0.340
H -5.145 2.508 0.690
H -4.039 2.963 -1.181
H -3.608 0.477 -1.509
H -0.194 1.089 -2.387
H -0.367 0.040 0.470
H -2.686 -0.115 1.837
H -3.038 -0.871 0.308
H -0.639 -2.095 0.860
H -1.039 -1.459 2.470
C 1.261 1.319 2.777
C 2.343 0.712 2.154
C 3.103 -0.225 2.840
C 2.777 -0.562 4.147
C 1.693 0.042 4.769
C 0.937 0.985 4.085
H 0.670 2.050 2.240
H 2.591 0.969 1.131
H 3.950 -0.695 2.356
H 3.367 -1.296 4.681
H 1.436 -0.222 5.787
H 0.093 1.459 4.570
C 4.955 0.425 -4.292
C 5.151 0.141 -2.947
C 4.097 -0.337 -2.178
C 2.849 -0.539 -2.753
C 2.656 -0.258 -4.098
C 3.707 0.228 -4.866
H 5.776 0.801 -4.892
H 6.125 0.293 -2.498
H 4.248 -0.552 -1.127
H 2.022 -0.915 -2.158
H 1.683 -0.418 -4.545
H 3.552 0.452 -5.915
*
```

Calculated values
Lowest unoccupied orbital energy in eV: 2.408
Kohn-Sham gap in eV: 7.4
HOMO in eV: -4.99
Total energy in eV: -54136.087

***

Entry 5:
2 unconnected molecules or ions with the total composition C5H7NOS at a distorted geometry, computed with ωB97M-V/def2-TZVPD.

```
! RIJCOSX wB97M-V def2-TZVPD def2/J DEFGRID3
* xyz 0 1
C 0.714 -2.073 0.875
C 1.045 -0.952 1.578
C -1.171 -0.549 -0.965
C 0.700 1.273 -0.667
C -0.436 0.469 -0.110
N 0.282 -2.793 0.080
O 1.447 -0.325 2.452
S -1.252 1.109 1.219
H -2.156 -0.358 -1.061
H -0.751 -0.771 -2.011
H -1.073 -1.541 -0.454
H 0.636 1.337 -1.740
H 0.772 2.330 -0.325
H 1.648 0.721 -0.496
H -0.405 2.124 1.625
*
```

Calculated values
Lowest unoccupied orbital energy (alpha / beta) in eV: -0.462 / -0.445
Energy relative to the best compared isomer or geometry (same formula, charge and spin) in kcal per mole: 121.0
Kohn-Sham gap (alpha / beta) in eV: 6.4 / 6.4
HOMO (alpha / beta) in eV: -6.85 / -6.85
Total energy in eV: -19666.354

***

Entry 6:
2 unconnected molecules or ions with the total composition C4H12 at a distorted geometry, computed with ωB97M-V/def2-TZVPD.

```
! RIJCOSX wB97M-V def2-TZVPD def2/J DEFGRID3
* xyz 0 1
C 2.311 0.475 -0.304
C 2.682 -0.536 0.785
H 3.057 1.247 -0.446
H 2.241 -0.029 -1.279
H 1.329 0.915 -0.193
H 3.213 -1.380 0.347
H 1.809 -0.990 1.238
H 3.296 -0.086 1.570
C -3.212 0.188 -0.061
C -1.740 -0.083 -0.364
H -3.525 -0.187 0.911
H -3.430 1.260 -0.097
H -3.916 -0.255 -0.769
H -1.335 0.724 -0.972
H -1.627 -1.026 -0.905
H -1.153 -0.235 0.540
*
```

Calculated values
Lowest unoccupied orbital energy in eV: 1.169
Energy relative to the best compared isomer or geometry (same formula, charge and spin) in kcal per mole: 4.9
SMILES: CC.CC
Kohn-Sham gap in eV: 12.9
HOMO in eV: -11.70
Total energy in eV: -4342.315